# 1
{"formula": "C2H36CdF6NO22S2", "method": "ωB97M-V with the def2-TZVPD basis set", "max_force_ha_per_bohr": 0.10084, "total_charge": 1, "e_above_lowest_kcal_mol": 87.62, "total_energy_ev": -91723.55594, "homo_energy_ev": -12.090, "symbols": ["Cd", "C", "F", "F", "F", "S", "O", "O", "N", "S", "O", "O", "C", "F", "F", "F", "O", "H", "H", "O", "H", "H", "O", "H", "H", "O", "H", "H", "O", "H", "H", "O", "H", "H", "O", "H", "H", "O", "H", "H", "O", "H", "H", "O", "H", "H", "O", "H", "H", "O", "H", "H", "O", "H", "H", "O", "H", "H", "O", "H", "H", "O", "H", "H", "O", "H", "H", "O", "H", "H"], "coordinates": [[3.00691, 0.27042, 1.47256], [0.43937, -2.05980, -0.80223], [-0.83192, -2.29730, -1.04964], [0.64074, -2.46746, 0.42756], [1.24017, -2.68905, -1.66721], [0.80016, -0.14563, -0.87320], [1.98730, 0.04311, -1.70174], [-0.38482, 0.47921, -1.39895], [1.16958, 0.28382, 0.76221], [-0.26648, 0.61682, 1.39758], [-1.32807, -0.24840, 0.99967], [-0.05350, 0.66119, 2.83932], [-0.72904, 2.43544, 0.82358], [0.17340, 2.90005, -0.02405], [-1.87776, 2.45706, 0.15783], [-0.74017, 3.20424, 1.91598], [-3.53953, -2.39737, 0.34092], [-4.28654, -1.92979, -0.04242], [-2.90043, -1.70779, 0.53424], [0.32166, 0.72353, 5.61088], [1.24139, 0.44992, 5.65404], [0.14287, 0.86336, 4.67321], [-1.27467, 4.08235, -3.09805], [-0.43373, 4.29916, -2.69279], [-1.25098, 4.51591, -3.95713], [-3.84557, 0.70155, -1.50921], [-4.19390, 1.56194, -1.26361], [-3.01458, 0.89404, -1.96114], [-0.94896, -5.33975, -1.03026], [-1.05778, -6.12136, -1.57792], [-0.08182, -5.00715, -1.26556], [-2.63441, 5.68673, -0.16944], [-2.11836, 5.11937, 0.40625], [-3.43036, 5.87715, 0.33527], [0.44165, -4.81669, -3.44851], [-0.15034, -4.22246, -3.91968], [1.32257, -4.52645, -3.69757], [0.18370, -4.41212, 2.94897], [-0.36668, -4.64561, 2.19421], [1.08065, -4.42971, 2.60740], [-3.69436, 3.57528, 3.06208], [-3.91327, 3.08760, 3.86082], [-3.09147, 4.26920, 3.35217], [-2.12211, 5.89052, 2.83803], [-1.83966, 5.94648, 3.75616], [-1.33514, 6.10387, 2.32934], [2.82829, -5.24410, -0.26689], [3.72602, -5.30624, -0.60598], [2.26728, -5.45304, -1.01999], [4.35005, -2.63200, -1.67604], [4.80439, -2.07314, -2.31436], [3.74137, -3.16046, -2.20053], [-2.20069, -1.28171, 4.42125], [-1.26911, -1.05831, 4.48861], [-2.21178, -2.23341, 4.28730], [3.48307, -1.57802, 0.54421], [3.03222, -2.31750, 0.97211], [3.95257, -1.98178, -0.22182], [2.74075, 1.68933, 3.03215], [3.49026, 2.10884, 3.47178], [1.95908, 2.00670, 3.50677], [1.76984, 2.50525, -3.74797], [1.54666, 1.75055, -3.19461], [1.73708, 3.25874, -3.15521], [2.63953, -0.75663, -4.68277], [3.14404, -0.90609, -3.88105], [2.87634, 0.13552, -4.95511], [-1.97926, 1.52083, -3.70570], [-1.72803, 2.44273, -3.52711], [-1.15574, 1.02849, -3.71898]]}

---

# 2
{"formula": "C2H39O18", "method": "ωB97M-V with the def2-TZVPD basis set", "max_force_ha_per_bohr": 0.06856, "total_charge": -1, "e_above_lowest_kcal_mol": 28.49, "total_energy_ev": -39564.43716, "homo_energy_ev": -5.945, "symbols": ["C", "C", "O", "H", "H", "H", "H", "H", "O", "H", "H", "O", "H", "H", "O", "H", "H", "O", "H", "H", "O", "H", "H", "O", "H", "H", "O", "H", "H", "O", "H", "H", "O", "H", "H", "O", "H", "H", "O", "H", "H", "O", "H", "H", "O", "H", "H", "O", "H", "H", "O", "H", "H", "O", "H", "H", "O", "H", "H"], "coordinates": [[0.09650, 0.79119, -0.10975], [-0.12603, -0.64739, 0.23402], [1.09096, -1.18256, 0.81075], [0.40004, 1.28630, 0.78000], [-0.70003, 1.25818, -0.61568], [0.88126, 0.86874, -0.85907], [-0.38732, -1.36812, -0.53727], [-0.96085, -0.60646, 0.93034], [0.59116, 0.04066, 3.09264], [0.61934, -0.35658, 2.18052], [0.17177, -0.62010, 3.72276], [-1.72088, -2.26853, 2.65223], [-1.66560, -2.02619, 1.76016], [-2.50564, -2.77476, 2.79326], [3.44428, -0.24260, 1.49451], [2.57058, -0.59387, 1.21065], [3.64356, -0.69663, 2.28454], [-1.76237, 1.54387, 2.35125], [-1.81863, 1.22541, 1.43197], [-1.06599, 1.02114, 2.68962], [2.08554, -2.22240, -1.49869], [1.71758, -1.84363, -0.67744], [2.57597, -1.50882, -1.91322], [1.78589, -3.22066, 2.19452], [1.64986, -2.51543, 1.58610], [2.46777, -2.82024, 2.71876], [2.91036, 1.99738, 2.71283], [3.40620, 1.94292, 3.50277], [2.87499, 1.12773, 2.33455], [-2.78265, -2.42070, -1.27179], [-3.66870, -2.11578, -0.99678], [-2.62664, -1.75274, -1.97117], [1.09634, 0.44419, -3.46647], [0.68279, 1.21369, -3.07488], [2.02358, 0.54743, -3.64221], [0.69007, 3.04008, 3.69870], [1.27581, 2.50690, 3.16820], [-0.15343, 2.68671, 3.40038], [-0.14717, -2.25747, -3.17426], [0.41963, -2.33289, -2.40898], [-0.75778, -2.92052, -3.05899], [-3.16697, 3.09129, -1.30292], [-3.20588, 3.58172, -0.47301], [-2.23543, 2.87254, -1.33052], [-1.66434, -0.06699, -2.56707], [-2.26898, 0.11647, -3.31768], [-1.14757, -0.82004, -2.79471], [-0.25787, 2.90646, -2.48036], [-0.89823, 2.64622, -3.11586], [-0.17456, 3.87325, -2.54061], [-0.65812, -3.79823, 0.18333], [-1.26627, -3.16145, -0.23853], [0.08517, -3.25840, 0.45270], [-2.94718, 0.51770, -0.08761], [-2.50008, 0.15872, -0.87053], [-3.28772, 1.32781, -0.47210], [2.62233, 2.42761, -2.06252], [2.91087, 2.73981, -1.19306], [1.73872, 2.61807, -2.24834]]}

---

# 3
{"formula": "C2H3AgFO2", "method": "ωB97M-V with the def2-TZVPD basis set", "max_force_ha_per_bohr": 0.09716, "multiplicity": 2, "total_charge": 2, "e_above_lowest_kcal_mol": 0.00, "total_energy_ev": -12908.85552, "homo_energy_ev": [-22.071, -22.047], "symbols": ["F", "H", "O", "C", "C", "O", "Ag", "H", "H"], "coordinates": [[-3.10575, 0.51673, -0.92728], [-2.56572, 0.58200, -1.79279], [-1.87017, -1.13157, -2.61910], [-2.59114, -1.78196, -1.83689], [-1.80858, -2.80394, -0.99159], [-0.69071, -3.07316, -1.38640], [0.06929, -2.06674, -3.22489], [-3.68628, -1.82041, -1.91511], [-2.26461, -3.27984, -0.11180]]}